A structure of composition C34H57BeN3O2SeSi at a distorted geometry, computed with ωB97M-V/def2-TZVPD.

net charge = 0
calculated total energy = -118375.2585 eV
Kohn-Sham gap = 7.525 eV
spin multiplicity = 1
F_max = 3.923 eV/Å
HOMO level = -7.144 eV
ΔE to the lowest compared entry with this formula, charge and spin = 191.8 kJ/mol

```
99
Properties=species:S:1:pos:R:3:forces:R:3
O 0.43276 1.37115 1.77194 0.0 1.9 0.5
O 4.14753 2.19343 0.17091 -0.4 -0.1 0.3
C 0.17419 2.93378 1.73352 0.0 -1.9 0.0
C -0.62054 3.24643 2.96769 -0.2 0.1 0.3
H -0.32236 3.08555 0.75753 0.2 -0.2 0.7
H 1.16478 3.37147 1.72151 0.0 -0.1 -0.2
H -1.53389 2.63834 2.97005 0.1 0.3 0.1
H -0.87444 4.31318 2.99941 -0.1 -0.2 -0.2
H -0.03872 3.04884 3.88638 -0.4 0.0 -0.5
C 1.46406 0.78400 2.72365 -0.9 -0.2 -0.4
C 2.34920 1.89259 3.18746 0.5 0.5 0.1
H 2.01046 0.01177 2.17257 -0.3 0.2 -0.2
H 0.87812 0.29645 3.49847 0.1 0.1 0.2
H 2.90865 2.32328 2.33776 -0.1 -0.2 0.4
H 3.07224 1.50960 3.91936 -0.2 -0.1 -0.2
H 1.76612 2.67786 3.68870 0.5 -0.3 -0.1
C 4.73721 0.91239 -0.00410 -0.1 -0.1 0.2
C 4.27904 3.19700 -0.82129 0.1 0.1 0.3
C 5.62382 0.57712 1.18898 0.2 0.1 0.0
H 5.30360 0.87220 -0.94229 0.0 0.0 0.1
H 3.93487 0.15177 -0.05174 0.2 0.3 -0.2
H 6.41649 1.32629 1.31290 -0.1 -0.2 -0.1
H 6.07482 -0.40837 1.03115 0.0 0.1 0.1
H 5.06094 0.54489 2.13344 0.0 0.0 -0.4
C 5.45908 4.11008 -0.52915 0.1 0.0 -0.1
H 3.35791 3.79297 -0.77194 0.1 -0.2 -0.1
H 4.35957 2.77563 -1.83266 -0.1 -0.1 0.2
H 5.45717 4.46085 0.51001 -0.2 -0.1 -0.2
H 5.38584 4.97920 -1.18854 0.2 0.0 0.0
H 6.41052 3.59665 -0.70543 -0.1 0.1 0.0
H -0.28822 0.79887 1.31470 1.3 0.3 0.5
N -2.59522 -0.48460 -0.21055 -0.8 -0.5 -0.9
C -3.21930 -0.93581 -1.30739 0.4 0.6 1.5
C -2.57343 -1.75013 -2.23716 -0.2 0.1 -0.8
C -1.35906 -2.40066 -2.03241 0.5 -0.7 1.3
C -4.66247 -0.59534 -1.53290 -0.2 -0.1 -0.4
H -4.83399 0.48840 -1.57084 0.0 -0.2 0.1
H -5.29319 -1.02167 -0.74167 0.1 0.2 -0.1
H -4.96981 -1.03146 -2.48862 -0.1 0.2 0.2
C -0.88028 -3.33452 -3.10889 -0.2 -0.3 -0.4
H -1.12807 -4.37906 -2.86866 0.2 0.2 0.0
H 0.19993 -3.25893 -3.27989 -0.2 0.0 0.2
H -1.39069 -3.07893 -4.04615 0.1 -0.1 0.2
N -0.68701 -2.30365 -0.87090 -0.9 0.1 -0.7
C -3.30571 0.26237 0.77754 -0.4 0.1 -0.6
C -3.41499 1.66593 0.65903 -0.1 -0.6 0.3
C -2.90327 2.40088 -0.54512 -0.1 0.3 -0.5
C -4.09273 2.36499 1.65789 -0.1 -0.2 0.1
H -4.18354 3.44901 1.55070 -0.1 -0.3 0.2
C -4.66918 1.68426 2.73041 0.1 0.2 0.1
H -5.17946 2.25300 3.50654 0.1 -0.2 -0.1
C -4.59986 0.29270 2.81111 0.0 0.2 -0.3
H -5.07676 -0.25213 3.62755 0.1 0.2 -0.2
C -3.95090 -0.43500 1.81409 0.2 0.3 0.1
C -3.95170 -1.93776 1.84611 -0.2 -0.2 0.1
C 0.09972 -3.38459 -0.38404 0.5 -0.4 -0.5
C 1.50486 -3.31527 -0.45912 -0.4 -0.5 -0.1
C 2.16892 -2.18470 -1.17537 0.2 0.6 -0.1
C 2.27146 -4.37987 0.01597 -0.4 0.0 0.2
H 3.35333 -4.30964 -0.07136 -0.1 -0.1 0.1
C 1.65636 -5.49232 0.58996 0.3 0.1 -0.1
H 2.26812 -6.30593 0.97496 -0.2 0.1 -0.1
C 0.26932 -5.56602 0.64378 0.1 0.0 0.0
H -0.22315 -6.44282 1.07071 0.2 0.2 -0.1
C -0.52636 -4.53807 0.14438 0.4 0.4 -0.1
C -2.01596 -4.70458 0.16157 -0.4 -0.1 0.2
Be -0.93970 -0.85754 -0.00097 0.0 0.0 -1.3
H -2.13164 3.13788 -0.27737 -0.2 -0.2 -0.1
H -3.70802 2.97680 -1.02788 0.1 -0.1 0.2
H -2.50669 1.72309 -1.30968 0.0 0.2 0.3
H -4.01448 -2.36187 0.83388 0.1 0.1 0.3
H -4.82712 -2.29123 2.40974 0.3 0.1 -0.1
H -3.04690 -2.32397 2.33697 -0.3 0.0 -0.2
H 3.17778 -2.01249 -0.78398 -0.1 -0.1 -0.1
H 1.61408 -1.24604 -1.07865 0.0 -0.3 0.0
H 2.27398 -2.38432 -2.25387 -0.1 0.0 0.3
H -2.53100 -3.82563 0.56852 0.2 -0.2 -0.2
H -2.26346 -5.56366 0.80149 0.0 0.2 -0.2
H -2.42989 -4.91644 -0.83667 0.1 0.2 0.2
H -3.11404 -1.96798 -3.16664 0.4 0.2 0.4
C -0.04726 0.61645 -0.68533 -0.1 -0.3 -0.4
Si 0.26734 1.17745 -2.44713 -0.4 -0.6 0.9
H -0.66374 1.46054 -0.33275 0.4 0.0 0.0
H 0.96059 0.72042 -0.27252 0.1 0.2 0.0
C 0.44825 3.04417 -2.38283 0.1 0.2 -0.3
C -1.10365 0.80974 -3.67143 0.0 0.2 -0.4
C 1.87878 0.50025 -3.13420 0.1 0.0 -0.3
H 2.70844 0.59855 -2.41991 -0.2 -0.1 -0.1
H 2.13090 1.09336 -4.02511 0.1 -0.1 0.1
H 1.80048 -0.55011 -3.44553 0.0 0.3 0.1
H -0.30284 3.52534 -1.74979 0.0 -0.1 -0.1
H 0.31912 3.43156 -3.39861 0.1 0.2 0.1
H 1.43732 3.34044 -2.01941 -0.1 0.0 0.0
H -2.11201 0.99789 -3.27644 0.3 -0.1 -0.1
H -1.05645 -0.22496 -4.03554 -0.1 0.2 0.1
H -0.94713 1.48514 -4.52528 -0.1 -0.2 0.0
Se -0.55514 -1.84004 4.46352 0.0 -0.2 0.4
C -0.65934 -1.51138 2.74666 -0.1 1.2 -3.4
N -0.71333 -1.18473 1.59452 0.4 -0.9 3.8
```
Forces are in eV/Å.

Charges computed using Löwdin, reported in e:
1 O -0.153
2 O -0.194
3 C -0.074
4 C -0.046
5 H 0.100
6 H 0.109
7 H 0.084
8 H 0.097
9 H 0.079
10 C -0.129
11 C -0.068
12 H 0.135
13 H 0.043
14 H 0.080
15 H 0.103
16 H 0.066
17 C -0.270
18 C -0.282
19 C -0.068
20 H 0.122
21 H 0.097
22 H 0.077
23 H 0.078
24 H 0.066
25 C -0.077
26 H 0.103
27 H 0.118
28 H 0.079
29 H 0.075
30 H 0.075
31 H 0.112
32 N 0.051
33 C -0.310
34 C -0.055
35 C -0.305
36 C 0.001
37 H 0.089
38 H 0.094
39 H 0.081
40 C -0.006
41 H 0.090
42 H 0.082
43 H 0.081
44 N 0.054
45 C -0.181
46 C -0.214
47 C -0.048
48 C -0.069
49 H 0.115
50 C -0.084
51 H 0.100
52 C -0.038
53 H 0.115
54 C -0.206
55 C -0.035
56 C -0.179
57 C -0.205
58 C -0.047
59 C -0.051
60 H 0.106
61 C -0.084
62 H 0.099
63 C -0.054
64 H 0.109
65 C -0.203
66 C -0.026
67 Be -0.062
68 H 0.063
69 H 0.097
70 H 0.049
71 H 0.068
72 H 0.089
73 H 0.057
74 H 0.073
75 H 0.036
76 H 0.082
77 H 0.055
78 H 0.081
79 H 0.085
80 H 0.111
81 C -0.231
82 Si 0.433
83 H -0.029
84 H 0.015
85 C -0.170
86 C -0.172
87 C -0.175
88 H 0.020
89 H 0.036
90 H 0.019
91 H 0.013
92 H 0.029
93 H 0.010
94 H 0.022
95 H 0.024
96 H 0.031
97 Se 0.598
98 C -0.862
99 N 0.099